{"formula": "C8H15Br2NO7", "method": "ωB97M-V/def2-TZVPD", "species": ["C", "C", "O", "H", "H", "H", "H", "H", "N", "O", "O", "O", "Br", "C", "C", "Br", "H", "H", "H", "H", "C", "C", "C", "O", "C", "O", "O", "H", "H", "H", "H", "H", "H"], "positions_angstrom": [[-0.7658, -3.1996, 1.0850], [-1.7541, -3.8511, 2.1047], [-1.9325, -3.2972, 3.3296], [-0.7764, -3.8493, 0.1962], [0.2625, -3.1773, 1.4520], [-1.1440, -2.2186, 0.8018], [-1.4632, -4.9122, 2.3140], [-2.6912, -3.9783, 1.5050], [-1.4979, 0.6093, 1.8573], [-1.8886, 1.2365, 0.8239], [-0.3038, 0.2013, 1.9465], [-2.2751, 0.4326, 2.8217], [0.1724, 4.9179, -2.6209], [-0.4086, 4.0865, -0.8958], [-1.8059, 4.3557, -0.5602], [-3.1080, 3.7376, -1.9371], [0.2383, 4.3029, -0.0459], [-0.2661, 3.0344, -1.1386], [-2.0212, 5.4054, -0.3681], [-2.1004, 3.7524, 0.3022], [3.0146, -1.8973, -0.7589], [1.8242, -0.9508, -0.6803], [2.0420, 0.5359, -0.4754], [1.1730, 1.1566, -1.4160], [0.5864, 0.2111, -2.1922], [-0.2096, 0.4026, -3.0528], [1.1413, -0.9971, -1.9372], [3.8980, -1.5605, -0.2149], [3.3550, -2.0697, -1.7874], [2.7496, -2.9233, -0.5057], [1.1821, -1.2054, 0.1684], [3.0972, 0.8134, -0.6093], [1.6759, 0.8954, 0.4881]], "gap_ha": 0.12139, "multiplicity": 1, "charge": -2, "e_lumo_ev": 4.03, "e_tot_ha": -6043.13447}